118
Properties=species:S:1:pos:R:3 method="wB97M-V/def2-TZVPD" gap_ev="4.6 / 5.0" spin_multiplicity=2 homo_ev="-15.21 / -15.63" de_lowest_kcal_mol=3.7 s_squared=0.782 total_charge=+3
Au -0.44 1.37 0.80
Ge -0.91 -2.90 0.50
Ge -3.38 -3.73 1.12
P 2.00 1.14 0.73
P -0.16 3.58 -0.01
F -4.06 -1.38 -4.10
F 1.30 -0.61 -4.35
F 0.01 0.11 -2.21
F -2.79 -2.06 -6.30
N -0.39 2.60 3.73
N -1.16 1.78 3.03
N 2.60 -2.03 -6.56
N -1.84 1.68 5.11
N -5.24 0.02 -1.53
N -1.34 -0.80 0.30
N -0.83 2.50 4.94
N -1.08 -3.07 -8.55
N -0.34 3.26 5.96
C 1.54 3.91 0.58
C 0.76 4.32 -2.55
C -0.23 -3.49 3.27
C 1.21 -2.78 -1.55
C 5.24 -1.24 0.10
C -2.94 -5.61 1.39
C 1.45 -1.98 -6.54
C 2.00 -3.82 4.11
C -0.07 -3.26 -1.24
C 2.29 1.04 2.51
C 4.19 -0.60 0.73
C -0.67 -0.46 -3.19
C -0.48 3.83 -4.56
C -2.00 -0.58 -0.64
C 3.53 1.59 4.50
C -1.45 3.17 -3.81
C 2.48 2.80 0.13
C -0.62 -2.58 -7.62
C -2.72 -0.46 -1.81
C 2.77 0.68 5.22
C -2.16 5.49 -0.19
C -1.31 3.08 -2.44
C -2.91 6.54 0.30
C -3.75 -2.58 2.67
C 0.00 -0.84 -4.30
C -2.74 6.98 1.60
C -2.76 -1.20 -4.18
C -0.67 -4.20 -2.07
C 4.41 -0.54 -2.05
C 1.88 -3.28 -2.66
C -4.66 -3.36 -0.30
C 0.61 4.41 -3.93
C -0.21 3.66 -1.80
C 0.63 -3.84 4.31
C -1.20 4.88 0.63
C -0.67 -1.47 -5.42
C -2.10 -1.56 -5.31
C 0.02 -1.97 -6.49
C 5.36 -1.21 -1.28
C 2.53 -3.43 2.88
C -4.13 -0.20 -1.69
C 0.29 -3.11 2.03
C -1.81 6.35 2.44
C 3.35 0.10 -1.43
C -1.06 5.30 1.96
C -2.07 -0.67 -3.05
C 1.28 -4.23 -3.47
C 3.26 0.10 -0.04
C 3.30 1.78 3.15
C 1.76 -0.04 4.60
C 1.52 0.14 3.25
C -0.01 -4.67 -3.20
C 1.68 -3.08 1.84
C -2.04 1.25 3.88
H -5.51 -4.03 -0.13
H 3.60 -3.43 2.73
H -2.29 5.16 -1.21
H 0.63 3.52 5.86
H 1.36 4.94 -4.51
H 4.11 -0.61 1.81
H -1.67 -4.57 -1.84
H 1.81 -4.62 -4.33
H -0.66 2.96 6.86
H 0.74 -0.43 2.76
H -3.84 -6.08 1.79
H 2.10 -2.79 0.89
H 2.98 0.52 6.27
H 0.22 -4.15 5.26
H -2.12 -5.77 2.09
H 1.60 4.80 -2.07
H -4.44 -3.12 3.33
H 2.89 -2.94 -2.87
H -3.63 7.03 -0.35
H -1.30 -3.55 3.42
H -3.33 7.80 1.98
H 3.51 3.00 0.44
H -0.58 3.90 -5.63
H 3.90 2.48 2.58
H -2.80 0.54 3.61
H -4.29 -3.53 -1.30
H -2.07 2.58 -1.84
H 5.99 -1.75 0.69
H -4.26 -1.69 2.32
H 1.67 -2.00 -0.96
H 4.33 2.15 4.99
H 1.16 -0.74 5.17
H -2.32 2.74 -4.30
H 2.48 2.72 -0.96
H 2.67 -4.14 4.90
H 4.50 -0.52 -3.13
H -0.36 4.80 2.62
H -5.03 -2.33 -0.22
H -0.48 -5.41 -3.83
H -2.87 -2.30 3.24
H 1.48 3.97 1.67
H 6.19 -1.70 -1.76
H 1.86 4.88 0.21
H -2.70 -6.09 0.44
H -1.69 6.70 3.45
H 2.59 0.59 -2.03

71
Properties=species:S:1:pos:R:3 method="wB97M-V/def2-TZVPD" gap_ev=6.7 homo_ev=-12.21 de_lowest_kcal_mol=0.0 total_charge=+1
Si -1.19 0.41 1.61
F 1.77 0.31 1.05
F -6.22 -0.09 4.95
F -2.22 2.16 3.84
F 4.05 3.03 -3.51
F 3.66 -1.39 2.01
F 3.80 -4.88 -3.45
F -5.66 -1.99 3.04
F 3.08 -3.07 4.11
F 1.41 5.01 1.66
F 0.53 -3.08 5.17
F 5.33 -1.71 -0.25
F -4.52 2.06 5.27
F -3.46 -1.73 1.45
F -2.69 4.78 -0.71
F -0.46 6.17 0.02
F -1.37 -1.49 4.14
F 0.97 2.48 2.62
F -3.01 2.18 0.07
F -0.46 3.77 -2.27
O -0.93 -0.32 0.10
C -3.13 1.20 3.52
C 0.11 3.01 1.72
C -1.93 2.89 0.52
C 2.61 -2.83 -3.17
C -1.06 -0.57 -1.17
C -0.78 -2.48 -2.58
C 2.62 1.17 -3.07
C 4.39 -2.13 -1.16
C 1.87 3.46 -2.70
C -5.14 0.05 4.15
C 3.67 -3.67 -2.81
C -2.43 -0.85 -1.69
C 2.39 -1.68 -2.41
C 0.64 2.93 -2.35
C -4.87 -0.91 3.17
C -3.73 -0.76 2.37
C -2.26 -2.08 -2.60
C 0.13 -0.55 2.52
C 1.10 -0.85 -2.64
C -1.80 4.22 0.13
C 0.84 -2.27 4.13
C 0.05 -1.40 -1.81
C 2.43 -1.39 2.56
C -0.96 2.23 1.28
C 3.28 -1.31 -1.40
C -2.82 0.28 2.51
C 4.60 -3.33 -1.82
C 2.84 2.54 -3.08
C 1.40 0.66 -2.59
C 0.30 4.33 1.31
C -0.66 4.94 0.51
C 1.44 -0.55 2.06
C -4.27 1.13 4.32
C 2.13 -2.26 3.61
C 0.40 1.56 -2.22
C -0.13 -1.43 3.58
H -3.11 -1.07 -0.84
H -0.40 -2.67 -3.59
H 3.42 0.51 -3.43
H -2.89 -2.92 -2.25
H 2.01 4.54 -2.74
H 5.44 -3.97 -1.58
H -0.67 -3.41 -2.01
H 0.83 -1.03 -3.69
H -2.81 0.04 -2.24
H 3.18 -0.38 -0.85
H -0.58 1.22 -1.88
H 1.97 -3.06 -4.03
H -2.58 -1.83 -3.63
H 0.53 -1.90 -0.95

18
Properties=species:S:1:pos:R:3 method="wB97M-V/def2-TZVPD" gap_ev=8.8 homo_ev=-8.72 de_lowest_kcal_mol=0.0 total_charge=0 smiles="O=C1CSc2[nH]c(=O)[nH]c(=O)c2N1"
S -0.08 2.31 -0.11
O 0.33 0.83 3.49
O -0.03 -1.12 -3.64
O -0.57 -2.73 0.43
N -0.08 0.31 -1.99
N -0.41 -0.19 1.64
N -0.08 -2.04 -1.62
C -0.33 -0.40 0.27
C -0.19 0.61 -0.65
C 0.15 0.88 2.29
C -0.12 -0.96 -2.45
C 0.67 2.10 1.55
C -0.34 -1.77 -0.31
H -0.27 1.04 -2.70
H 1.77 2.02 1.47
H -0.67 -0.96 2.21
H 0.50 2.98 2.14
H -0.28 -2.90 -2.01

16
Properties=species:S:1:pos:R:3 method="wB97M-V/def2-TZVPD" gap_ev=10.5 homo_ev=-9.95 de_lowest_kcal_mol=120.6 total_charge=0 smiles="C[C@H](CC(=O)O)OO"
O 2.15 -0.26 1.53
O 1.48 1.65 0.53
O 0.84 -0.73 -0.77
O 1.12 0.10 -1.91
C -0.31 0.05 1.16
C -0.68 -0.62 -0.11
C -1.63 0.11 -1.02
C 1.25 0.49 0.85
H 1.86 -1.18 1.61
H 1.64 0.83 -1.51
H -2.65 0.04 -0.62
H -1.35 1.16 -1.09
H -0.35 -0.61 2.03
H -0.92 -1.68 0.00
H -0.83 0.99 1.34
H -1.63 -0.33 -2.02

107
Properties=species:S:1:pos:R:3 method="wB97M-V/def2-TZVPD" gap_ev="5.4 / 5.7" spin_multiplicity=4 homo_ev="-2.81 / -3.15" s_squared=3.795 total_charge=-1
Co 0.55 -0.74 0.13
Cl -2.22 -3.73 1.48
Cl 2.18 -3.89 -1.79
P 2.57 -0.14 -0.97
P -2.75 -0.07 -1.07
P 0.16 -0.04 2.34
Si -0.05 1.39 -0.43
N 0.17 -2.48 -0.02
C -1.69 -1.06 4.45
C -2.96 -1.22 -2.53
C 1.58 2.41 -0.58
C -3.40 -2.60 -2.06
C -0.88 2.21 1.12
C 4.00 -0.20 -3.49
C 2.75 1.69 -0.89
C 1.25 0.98 4.88
C 0.21 -2.47 3.55
C -3.26 1.93 -3.04
C -0.79 -1.35 3.25
C 4.14 -0.99 -0.36
C -1.51 3.45 1.08
C 2.35 1.58 2.71
C -0.33 -6.66 -0.45
C 1.66 3.80 -0.48
C 0.84 -4.62 -0.97
C 3.97 3.76 -1.11
C -0.83 3.18 -2.64
C -1.51 2.02 3.45
C -4.67 -0.77 0.75
C -1.06 -4.55 0.45
C 1.57 0.50 3.46
C 5.47 -0.24 -0.30
C -1.21 -5.91 0.33
C 2.63 -0.39 -2.83
C -1.60 -1.33 -3.24
C -2.10 3.99 2.21
C -2.41 1.47 -2.03
C 3.93 2.38 -1.17
C 1.59 0.50 -3.51
C -0.02 -3.76 -0.17
C -2.12 3.26 3.39
C -0.86 1.49 2.33
C 0.70 -5.98 -1.10
C -4.54 0.11 -0.50
C -1.68 3.62 -3.64
C -1.18 2.12 -1.80
C 3.82 -1.55 1.03
C 2.84 4.48 -0.74
C -2.91 3.00 -3.83
C -4.90 1.55 -0.13
H 3.79 -0.75 1.77
H -1.43 -1.71 2.44
H 0.12 3.68 -2.50
H -2.60 3.67 4.28
H -3.57 3.35 -4.61
H -4.89 2.21 -0.99
H 5.84 0.04 -1.29
H 0.78 4.36 -0.21
H -5.89 1.58 0.33
H 2.84 -2.05 1.02
H 0.83 -2.66 2.67
H -2.53 -0.42 4.18
H 0.76 0.21 5.47
H 4.36 0.82 -3.37
H -1.14 -0.61 5.28
H 2.19 1.24 5.38
H 0.60 0.33 -3.08
H 6.22 -0.89 0.16
H 4.24 -1.84 -1.04
H -1.65 -2.06 -4.04
H -1.38 4.44 -4.28
H -2.65 -3.00 -1.38
H -4.36 -2.58 -1.54
H -2.02 -6.40 0.86
H -0.45 -7.73 -0.55
H -0.84 -1.64 -2.52
H 2.33 -1.43 -2.96
H -5.21 -0.25 -1.28
H -1.30 -0.37 -3.66
H 1.54 0.28 -4.58
H 4.83 1.85 -1.46
H 1.83 1.56 -3.39
H 3.91 -0.40 -4.56
H -3.71 -0.80 -3.22
H -3.98 -0.42 1.52
H 3.25 1.87 3.27
H -4.43 -1.82 0.54
H -3.49 -3.29 -2.91
H 4.74 -0.90 -3.08
H 4.57 -2.28 1.34
H 4.89 4.29 -1.36
H 0.86 -2.20 4.39
H -0.31 -3.39 3.81
H 1.73 2.47 2.58
H 0.63 1.86 4.85
H -1.54 4.00 0.15
H 2.64 1.24 1.72
H -2.57 4.97 2.17
H 2.20 -0.40 3.53
H 2.88 5.56 -0.68
H -5.69 -0.72 1.15
H 5.38 0.66 0.31
H -4.22 1.44 -3.21
H 1.41 -6.53 -1.70
H -4.18 1.94 0.60
H -1.54 1.47 4.38
H -2.10 -2.01 4.79

70
Properties=species:S:1:pos:R:3 method="wB97M-V/def2-TZVPD" gap_ev="4.6 / 4.6" spin_multiplicity=2 homo_ev="-1.38 / -1.39" de_lowest_kcal_mol=19.4 s_squared=0.771 total_charge=-2
Te -0.68 2.89 3.79
Te 3.29 1.52 2.84
Se 2.58 -0.72 -1.82
Se -0.37 1.81 1.52
Se 1.46 0.17 1.76
Ti -0.17 0.14 -0.30
Cl -4.63 0.04 -1.94
Cl -5.13 -1.95 0.13
S -1.92 2.96 -1.40
S 2.24 -2.90 0.72
F -1.64 -6.05 3.96
F 0.79 -7.09 3.24
F 2.50 -5.69 1.79
F -2.29 -3.53 3.12
F -0.62 -2.11 1.66
O -3.15 2.55 -0.78
O -0.16 0.50 -3.53
O -0.25 -1.84 -1.19
O -1.05 -3.85 -0.82
O -2.17 -0.39 -0.17
O -1.21 4.07 -0.84
O -3.29 0.24 1.70
N 3.30 0.08 -3.21
N -0.92 1.66 -1.70
N 1.83 0.80 -1.20
N -3.04 -3.70 -2.47
C 2.92 3.62 -3.98
C -1.09 -4.04 2.80
C -2.97 -4.33 -3.80
C -2.13 3.65 -5.82
C -2.86 4.54 -5.02
C 2.16 1.76 -2.05
C 0.46 -5.85 2.86
C 1.34 -5.09 2.11
C -0.78 1.42 -3.03
C 2.11 4.01 -2.85
C -1.63 -2.35 -3.87
C -2.18 3.33 -3.10
C -1.43 2.59 -5.26
C -3.19 -0.09 0.54
C 3.35 2.35 -4.14
C -1.47 2.45 -3.88
C 1.07 -3.79 1.66
C -4.56 -0.26 -0.18
C -1.68 -3.78 -4.41
C -2.89 4.40 -3.64
C 1.75 3.13 -1.90
C -1.07 -2.70 -1.43
C -2.17 -2.51 -2.45
C 2.97 1.36 -3.16
C -0.20 -3.31 2.05
C -0.77 -5.32 3.22
H -2.31 -1.71 -4.43
H -0.82 -4.35 -4.06
H -2.96 -5.42 -3.71
H -0.65 -1.88 -3.89
H -3.39 5.35 -5.48
H -1.69 -3.82 -5.50
H 3.96 2.04 -4.98
H 1.80 5.05 -2.77
H -2.12 3.80 -6.89
H -5.28 0.40 0.28
H -2.69 -1.62 -2.10
H 3.18 4.37 -4.72
H -1.86 -4.30 -1.19
H 1.15 3.40 -1.04
H -3.83 -4.05 -4.42
H -3.43 5.09 -3.00
H -3.98 -3.45 -2.19
H -0.86 1.90 -5.86

| no. | strongest force on any atom (hartree/bohr) | E_tot (hartree) |
| --- | --- | --- |
| 1 | 0.0353 | -7948.79712 |
| 2 | 0.0788 | -3642.11702 |
| 3 | 0.0917 | -1019.87206 |
| 4 | 0.0785 | -458.04100 |
| 5 | 0.0259 | -5306.15006 |
| 6 | 0.0256 | -12553.36802 |